Record 1
# C20H60O20

A cluster of 10 separate species, C20H60O20 in total at a distorted geometry (the ωB97M-V functional and the def2-TZVPD basis, OMol25).

The geometry in XYZ format:
```
100
Properties=species:S:1:pos:R:3
O 0.3308 4.0272 -0.4893
O 0.9828 -4.1188 2.9112
O -0.8169 0.5189 -4.4685
O -4.0077 -1.0300 1.9779
O -7.0328 0.5259 -1.9575
O 3.2352 -1.6916 2.6778
O 1.1953 2.4706 -3.8531
O -4.5399 2.1292 -2.6114
O 1.2051 4.6169 2.0752
O 1.3677 0.3180 3.0688
O 2.8359 -0.6230 5.2903
O 4.1564 1.4038 -0.2476
O 0.8798 0.8429 -1.1803
O 0.7132 1.8928 -6.7117
O -1.3385 -3.2455 1.1300
O 5.9144 1.7314 -2.2222
O 3.8400 -4.5705 3.4135
O -1.9589 -0.0886 -6.9667
O 0.5447 -1.1340 0.9687
O -4.8149 -2.0982 4.9785
C 5.4596 2.9193 -1.5735
C 4.0961 2.7042 -0.8929
C -5.6685 0.0770 -1.8969
C -2.6658 -0.3487 -5.7704
C 1.9585 2.2702 -6.0976
C -5.5212 -1.7742 3.8016
C -4.6802 -2.1334 2.5806
C -0.6387 -4.5089 1.0726
C -0.3605 3.4931 0.6500
C 0.6049 3.3657 1.8144
C 2.0206 1.6735 -4.7112
C -4.7275 1.2073 -1.5496
C 0.8734 0.5158 4.4050
C -0.1137 -4.8875 2.4439
C 1.4387 -0.4584 5.4150
C -2.2490 0.5911 -4.6738
C 4.4205 -3.3927 3.8843
C -0.1909 -0.0797 -1.0263
C -0.5006 -0.2954 0.4314
C 4.5385 -2.2250 2.9383
H 0.9699 -1.4474 5.4030
H -5.4349 -0.3176 -2.8909
H -0.4046 1.3519 -4.7257
H 6.8564 1.6781 -2.0469
H -5.4398 2.3169 -2.9130
H -0.4711 0.6393 0.9838
H -7.5013 -0.0686 -2.5460
H 0.4251 3.3256 -1.1406
H 3.0353 1.7632 -4.2939
H 1.1619 1.5444 4.6483
H 2.1850 0.8174 2.9828
H 3.1637 -1.4247 1.7555
H 5.1572 -1.4721 3.4450
H 5.0839 -2.4773 2.0259
H -1.4533 -0.8307 0.4642
H -0.9731 -4.7705 3.1159
H -3.2461 -0.7946 2.5206
H -2.5680 1.6158 -4.8693
H 1.3791 2.6154 1.6280
H 1.9679 3.3619 -6.1276
H -4.0633 -3.0054 2.8001
H -5.1222 -1.6333 5.7572
H 4.9386 1.0635 -0.7122
H 0.0369 -1.0093 -1.5598
H -5.5777 -0.7002 -1.1329
H -2.5486 0.3029 -3.6587
H 2.9408 -4.3890 3.0938
H 5.3390 3.7535 -2.2773
H -1.0957 0.2764 -1.5305
H -0.7418 2.5139 0.3573
H -0.2173 0.5118 4.3585
H -0.7021 -2.5269 1.2621
H -0.0063 3.0512 2.6651
H 1.5522 4.9384 1.2336
H -2.5755 -1.4012 -5.4720
H -6.5121 -2.2392 3.6883
H 0.1140 -4.3625 0.2946
H 0.1552 -5.9382 2.5432
H -5.1824 1.6811 -0.6684
H 1.2423 -0.0163 6.3940
H 0.7202 -3.1949 2.9869
H 0.8459 1.7755 -7.6551
H 1.7682 0.6122 -4.6657
H -3.7527 -0.2963 -5.8918
H 3.0365 -0.7803 4.3532
H -1.4510 -5.1713 0.7740
H 5.4452 -3.5803 4.2418
H 3.3556 2.6250 -1.6929
H 2.8071 1.8854 -6.6727
H 3.9921 3.5436 -0.2083
H -3.7630 0.7588 -1.3148
H -5.7549 -0.7000 3.8282
H 1.0044 1.9600 -3.0595
H -1.2031 4.1572 0.8415
H -1.0430 -0.0246 -6.6551
H 6.2410 3.2696 -0.8914
H -5.4062 -2.3528 1.7930
H 4.0008 -3.0806 4.8542
H 0.9196 -0.7528 1.7867
H 1.5845 0.4585 -0.6360
```

The HOMO-LUMO gap comes out at 9.962 eV. As for the total charge: 0. The calculation puts the energy above the lowest of the compared OMol25 structures with the same formula, charge and spin at 1.618 eV.

Mulliken atomic charge list, values in e, 8 entries: -0.638, -0.452, -0.479, -0.395, -0.530, -0.237, -0.599, -0.482


Record 2
# C20H61N5O8

A cluster of 8 separate species, C20H61N5O8 in total at a distorted geometry (the ωB97M-V functional and the def2-TZVPD basis, OMol25).

The geometry in XYZ format:
```
94
Properties=species:S:1:pos:R:3
O 1.5281 4.4837 2.3836
O 3.7482 0.4679 -0.1289
O -4.3696 -0.7000 4.8296
O 1.8466 4.0110 -3.7465
O -2.3785 -3.7761 1.3542
O 3.7259 -0.7261 -3.2742
O -0.4295 3.5331 3.9588
O 0.2441 0.1972 2.4840
N 0.1257 -4.3528 0.0899
N 1.8859 1.9834 1.0603
N -8.0671 -0.9526 4.0598
N 5.3927 3.3044 -4.9321
N 2.8122 -2.1165 -0.7960
C -6.8409 -0.4752 4.6114
C -5.5161 -0.9585 3.9177
C 2.8288 -4.2551 -1.9124
C 4.3200 3.5541 -3.9794
C 4.8487 4.6720 -2.9803
C 0.3937 1.8925 -0.9085
C 0.6341 4.4059 -4.2863
C 3.5227 -0.0257 -4.4678
C -0.4425 -0.7638 3.2691
C 0.0317 0.3051 1.0908
C 3.1296 -2.0232 -3.2973
C 0.4663 1.6653 0.6025
C -2.1987 -4.0882 -0.0508
C -3.9780 0.6725 4.8923
C 3.3863 -2.7888 -1.9103
C -0.6402 -3.5245 -2.0781
C -0.8454 -3.4882 -0.5447
C 2.9532 3.9306 -4.6397
C -3.6962 -4.0712 1.7331
C -6.8427 -0.8592 6.1426
H 1.8393 1.5596 1.9759
H -3.9677 -5.1268 1.7310
H -5.5218 -0.5630 2.9021
H -0.2091 2.3938 1.0509
H 3.4911 -4.9722 -2.3972
H 4.4717 -2.8418 -1.8247
H -1.5205 -0.7024 3.1194
H 2.2908 5.0458 2.5202
H 4.9433 5.6155 -3.5178
H -6.8457 -1.9406 6.2795
H 3.1135 -1.1525 -0.8009
H 3.4789 -2.5676 -4.1746
H 0.7756 5.3206 -4.8620
H -6.0639 -0.4687 6.7976
H 2.4453 -0.0763 -4.6255
H 4.6680 0.5817 0.1106
H 3.6003 1.1087 -0.8244
H -3.9890 -3.6413 2.6910
H -2.9283 -3.6009 -0.6976
H 0.1750 3.6145 -4.8787
H 1.8983 -4.3470 -2.4727
H -4.2725 -3.5884 0.9438
H -4.8240 1.3341 4.7063
H -1.0567 0.3636 1.0862
H -8.8481 -0.4290 4.4284
H 2.4891 1.3430 0.5642
H -0.4832 1.3858 -1.3113
H 3.0795 4.8449 -5.2196
H 2.0583 -1.8296 -3.3520
H 0.5122 -0.5352 0.5897
H -5.5003 -2.0439 3.8193
H 0.4666 2.9565 -1.1337
H -3.2073 0.7212 4.1231
H 1.3237 1.5791 -1.3829
H 3.6776 1.0477 -4.3584
H 5.8317 4.4035 -2.5933
H 0.1002 -4.4230 1.0971
H -7.7830 -0.5718 6.6129
H -6.7362 0.6076 4.6810
H 0.3232 -5.2926 -0.2230
H 5.0946 2.6428 -5.6346
H 1.8033 -2.1107 -0.7500
H 3.9137 -0.5552 -5.3366
H 0.3021 -3.0791 -2.3973
H -0.2334 -1.8045 3.0217
H -0.8750 -4.4375 -2.6252
H 2.6463 -4.5209 -0.8712
H -8.1109 -0.7362 3.0743
H -0.6601 -2.5010 -0.1214
H -3.6066 0.8685 5.8982
H 0.0599 3.7362 4.7559
H -0.0883 4.5291 -3.4794
H -0.2774 -0.6383 4.3392
H -1.3380 -2.7163 -2.2974
H 4.0639 2.6847 -3.3738
H 0.1650 3.7670 3.2460
H 1.8538 3.7647 1.8422
H 5.7286 4.1427 -5.3843
H 2.7299 3.1105 -5.3220
H -2.2314 -5.1689 -0.1885
H 4.1853 4.7765 -2.1218
```

The HOMO-LUMO gap (spin up / spin down) comes out at 1.493 / 8.257 eV. As for the total charge: -1. The calculation puts the energy above the lowest of the compared OMol25 structures with the same formula, charge and spin at 1.307 eV. The multiplicity is 2.

Mulliken atomic charge list, values in e, 8 entries: -0.810, 1.168, -0.315, 0.069, -0.216, -0.129, -0.643, -0.289


Record 3
# C20H64O12S8

A cluster of 12 separate species, C20H64O12S8 in total at a distorted geometry (the ωB97M-V functional and the def2-TZVPD basis, OMol25).

The geometry in XYZ format:
```
104
Properties=species:S:1:pos:R:3
S 2.7180 2.6824 2.5850
S -1.9910 -4.2697 2.6780
S 4.0735 -0.0494 -3.3639
S 3.0947 -3.4728 1.9023
S -0.9584 -3.0253 -3.6039
S -0.5800 1.1690 -2.9067
S -1.8249 5.0698 0.7139
S -3.1159 -1.8025 -1.3528
O -3.8333 -0.8928 -0.4057
O -3.6179 1.8483 -0.2431
O 0.2332 -1.9963 1.1837
O -1.9312 0.7430 3.9996
O -2.0602 -3.7779 1.2310
O 0.2011 -0.0570 6.5754
O 4.1469 2.4729 2.1418
O -1.3472 4.4676 2.0075
O 3.0273 -0.9013 -3.9634
O 0.3802 2.0550 -2.1821
O 3.1301 -4.9190 2.2614
O -1.2117 -1.9136 -4.6182
C -1.3703 4.1552 -0.7682
C 2.5816 4.2808 3.4837
C -0.9591 6.6126 0.4949
C -4.9489 2.2238 0.2292
C 3.6950 -3.1641 0.2018
C 1.1181 -0.0505 5.5102
C -3.9700 -3.3624 -1.1250
C 0.3022 0.7758 -4.4306
C 0.5725 -0.9401 0.3182
C 1.7495 3.1878 1.0866
C -1.4630 1.1777 2.7208
C -1.8606 2.2917 -3.6871
C -3.9497 -1.4684 -2.9620
C 0.8581 -2.6699 -3.0963
C -2.3311 -2.8155 3.6786
C 3.9540 1.5191 -4.1552
C -0.2465 -4.2520 3.2233
C 3.4415 0.5231 -1.7365
C -0.6599 -4.4758 -4.5320
C 4.6334 -2.9519 2.6167
H 3.2857 -0.3454 -1.1214
H 4.2576 -2.2289 0.1177
H 1.8635 -0.8025 5.6240
H 0.5098 1.7513 -4.7283
H -2.4462 2.7087 -2.9006
H -1.5056 -4.6956 -5.2114
H -0.3536 0.3613 -5.1611
H 4.4697 -3.9082 0.0256
H -1.9016 -1.9351 3.1805
H 4.6466 -3.1675 3.6556
H 0.6617 0.0456 7.4215
H 0.6002 -0.3323 4.6004
H -0.5368 -5.2979 -3.8051
H -1.9747 3.2051 -0.6722
H -2.5285 1.7983 -4.3809
H 1.2722 -0.3093 0.8678
H -1.3539 7.2047 -0.3904
H -3.9895 -2.3710 -3.5362
H 2.9673 -3.2691 -0.5832
H -3.5382 -4.0314 -1.8680
H -5.2064 1.7358 1.1634
H 1.0565 -1.3510 -0.5998
H 3.3385 4.9292 3.0132
H -5.6492 1.8557 -0.5819
H 2.5233 1.0466 -1.9625
H 0.2116 -4.3715 -5.2097
H -0.1939 -4.6739 4.1848
H 1.6056 4.6898 3.4244
H 0.1443 6.5649 0.3231
H -3.6537 0.8776 -0.2941
H 2.2384 3.9914 0.5313
H 4.0381 1.2088 -5.1950
H 4.7275 -1.8548 2.5788
H 2.9028 4.0753 4.5180
H 0.6309 -1.8929 -2.4594
H -1.9493 4.7428 -1.5259
H 4.1131 1.2253 -1.3317
H 1.3229 -3.5331 -2.6714
H -1.5372 2.2517 2.6215
H 1.0822 0.1066 -4.2600
H 1.6665 0.8493 5.3734
H -0.4978 -2.5740 0.8887
H -4.8847 3.3316 0.3436
H -0.3434 -0.4111 0.0177
H -0.3503 4.2105 -1.0074
H 0.1921 -3.2318 3.2324
H -3.2852 -0.7683 -3.5678
H 5.3955 -3.4436 2.0426
H 4.8461 2.0757 -3.8212
H 1.3605 -2.3778 -4.0127
H -5.0147 -3.2044 -1.3385
H -0.4180 0.8839 2.5369
H -1.9505 -3.0348 4.6585
H 1.8063 2.3034 0.4552
H 0.7083 3.3517 1.3664
H 3.0648 2.0818 -3.8765
H -1.3164 3.0676 -4.2149
H -4.8981 -1.1190 -2.6145
H 0.2244 -4.9624 2.5443
H -1.1424 7.1989 1.4377
H -2.0252 0.6251 2.0029
H -1.7880 1.3686 4.7119
H -3.7717 -3.7139 -0.0719
H -3.4099 -2.5397 3.8003
```

The HOMO-LUMO gap comes out at 8.971 eV. As for the total charge: 0.

Mulliken atomic charge list, values in e, 8 entries: 0.754, 0.251, 0.271, 0.925, 0.809, 1.055, 0.443, 1.258